# 1
{"formula": "C18H40N5P3SV", "method": "ωB97M-V with the def2-TZVPD basis set", "e_above_lowest_kj_mol": 302.2, "lumo_ev": [-10.0, -11.1], "spin_multiplicity": 3, "fmax_ev_per_a": 7.3, "orbital_gap_ev": [5.43, 4.27], "e_tot_ev": -91120.65981, "homo_energy_ev": [-15.4210, -15.4225], "charge": 3, "symbols": ["V", "P", "P", "P", "H", "C", "C", "H", "C", "C", "C", "C", "C", "C", "C", "C", "C", "H", "H", "H", "H", "H", "H", "H", "H", "H", "H", "H", "H", "H", "H", "H", "H", "H", "H", "H", "H", "H", "H", "H", "H", "H", "H", "H", "H", "H", "C", "C", "C", "C", "C", "C", "S", "H", "H", "H", "H", "H", "H", "N", "N", "N", "C", "N", "N", "H", "H", "H"], "coordinates": [[1.67, -0.11, 0.59], [-2.93, 1.55, 2.02], [-0.08, -1.68, 0.55], [-0.56, 0.45, -4.90], [0.84, 2.13, -1.23], [0.68, 1.25, -0.57], [0.90, 1.53, 0.85], [1.71, 2.26, 1.05], [-2.24, 1.73, 3.73], [-4.60, 0.91, 2.46], [-3.39, 3.31, 1.73], [0.39, -3.45, 0.46], [-1.08, -1.64, 2.07], [-1.26, -1.46, -0.84], [-0.63, 1.00, -6.62], [-2.07, 0.90, -4.01], [-0.30, -1.33, -4.84], [-0.26, 0.81, -0.93], [0.05, 1.66, 1.54], [-1.37, 2.40, 3.70], [-1.90, 0.75, 4.10], [-3.01, 2.13, 4.40], [-4.51, -0.13, 2.79], [-5.22, 0.95, 1.56], [-5.05, 1.52, 3.25], [-2.49, 3.93, 1.75], [-4.12, 3.67, 2.47], [-3.83, 3.37, 0.73], [-0.49, -4.07, 0.69], [1.17, -3.65, 1.20], [0.77, -3.71, -0.53], [-2.01, -2.22, 1.92], [-1.33, -0.61, 2.35], [-0.50, -2.10, 2.89], [-1.94, -2.32, -0.89], [-0.71, -1.39, -1.79], [-1.84, -0.54, -0.70], [-0.71, 0.12, -7.27], [0.30, 1.55, -6.83], [-1.49, 1.67, -6.77], [-2.94, 0.50, -4.56], [-2.14, 1.99, -3.95], [-2.04, 0.49, -2.99], [-0.34, -1.72, -5.86], [-1.07, -1.81, -4.22], [0.69, -1.52, -4.41], [2.62, 0.35, -1.73], [2.30, -0.98, -1.64], [2.88, -1.75, -0.61], [3.67, -1.15, 0.38], [3.91, 0.23, 0.29], [3.31, 1.00, -0.72], [2.02, 1.45, -3.70], [0.90, 1.11, -4.20], [1.65, -1.47, -2.35], [2.71, -2.82, -0.55], [4.10, -1.77, 1.17], [4.55, 0.66, 1.06], [3.53, 2.06, -0.71], [3.59, -1.70, 5.00], [2.59, -1.11, 4.28], [2.16, 0.12, 4.71], [1.76, 0.67, 3.57], [2.00, -0.10, 2.50], [2.61, -1.24, 2.95], [3.71, -2.64, 4.68], [3.41, -1.60, 5.99], [1.30, 1.66, 3.50]]}

***

# 2
{"formula": "C4H4I3O2", "method": "ωB97M-V with the def2-TZVPD basis set", "e_above_lowest_kj_mol": 0.0, "lumo_ev": 2.5, "fmax_ev_per_a": 1.4, "orbital_gap_ev": 7.36, "e_tot_ev": -32611.84365, "homo_energy_ev": -4.8744, "charge": -1, "symbols": ["C", "C", "C", "C", "O", "O", "I", "I", "I", "H", "H", "H", "H"], "coordinates": [[0.49, -1.09, 2.19], [-0.19, -0.11, -0.73], [0.46, 0.49, 1.62], [-0.48, 0.66, 0.52], [0.80, -1.92, 1.35], [0.18, -1.13, 3.36], [2.48, 1.02, 1.07], [-0.68, 2.88, -0.12], [-2.46, 0.12, 1.27], [-1.02, -0.08, -1.44], [0.02, -1.15, -0.45], [0.70, 0.29, -1.22], [0.22, 1.11, 2.49]]}

***

# 3
{"formula": "C4H9N2", "method": "ωB97M-V with the def2-TZVPD basis set", "e_above_lowest_kj_mol": 520.8, "lumo_ev": -5.5, "fmax_ev_per_a": 4.4, "orbital_gap_ev": 8.32, "e_tot_ev": -7262.74430, "homo_energy_ev": -13.8499, "charge": 1, "symbols": ["C", "C", "C", "C", "N", "N", "H", "H", "H", "H", "H", "H", "H", "H", "H"], "coordinates": [[2.78, 0.02, 0.24], [1.97, 0.59, -0.55], [-1.46, 0.78, -0.29], [-0.11, -1.06, 0.41], [-0.26, 0.28, -0.04], [-2.73, 0.45, -0.04], [3.75, -0.20, -0.03], [2.44, -0.52, 1.20], [-1.25, 1.81, -0.71], [-0.49, -1.67, -0.46], [0.94, -1.28, 0.56], [-0.66, -1.10, 1.24], [1.51, 1.27, -1.29], [-3.33, 1.21, -0.29], [-3.09, -0.56, 0.06]]}

***

# 4
{"formula": "C2N2O3", "method": "ωB97M-V with the def2-TZVPD basis set", "e_above_lowest_kj_mol": 10.4, "lumo_ev": [-2.3, -2.3], "smiles": "N#CN=O.O=C=O", "fmax_ev_per_a": 2.5, "orbital_gap_ev": [8.52, 8.52], "e_tot_ev": -11193.17829, "homo_energy_ev": [-10.8031, -10.8027], "charge": 0, "symbols": ["C", "C", "N", "N", "O", "O", "O"], "coordinates": [[1.86, 0.23, -0.11], [-2.10, 0.41, 0.19], [2.64, 1.07, 0.00], [1.43, -1.05, 0.02], [-2.77, -0.49, -0.04], [-1.55, 1.37, 0.46], [0.48, -1.53, -0.51]]}

***

# 5
{"formula": "H30O15", "method": "ωB97M-V with the def2-TZVPD basis set", "e_above_lowest_kj_mol": 208.9, "lumo_ev": -0.6, "fmax_ev_per_a": 3.8, "orbital_gap_ev": 9.58, "e_tot_ev": -31199.50059, "homo_energy_ev": -10.2254, "charge": 0, "symbols": ["O", "H", "H", "O", "H", "H", "O", "H", "H", "O", "H", "H", "O", "H", "H", "O", "H", "H", "O", "H", "H", "O", "H", "H", "O", "H", "H", "O", "H", "H", "O", "H", "H", "O", "H", "H", "O", "H", "H", "O", "H", "H", "O", "H", "H"], "coordinates": [[-2.55, -3.60, 1.29], [-2.39, -2.73, 0.92], [-3.36, -3.41, 1.75], [0.15, -2.88, -0.44], [1.02, -2.58, -0.10], [0.06, -3.85, -0.29], [3.74, 0.86, -2.54], [3.89, 1.24, -3.39], [2.79, 0.67, -2.38], [0.95, 1.40, 2.18], [0.68, 2.33, 2.19], [0.50, 0.88, 1.52], [-0.16, 0.33, -0.07], [-0.61, -0.52, 0.06], [0.45, 0.07, -0.79], [-2.00, 1.08, -1.65], [-2.61, 1.53, -1.06], [-1.39, 0.66, -1.01], [-0.29, 2.83, -2.96], [0.10, 2.99, -2.12], [-0.79, 2.01, -2.71], [1.32, -0.22, -2.17], [0.69, -0.20, -2.90], [1.63, -1.14, -2.25], [-1.83, 0.16, 2.66], [-2.81, 0.01, 2.64], [-1.43, -0.66, 2.68], [3.12, 0.85, 0.54], [2.35, 1.17, 1.02], [2.79, 0.02, 0.27], [-0.15, -1.99, 2.25], [0.05, -2.31, 1.36], [0.66, -1.54, 2.55], [-0.16, 3.28, -0.29], [0.32, 2.43, -0.39], [0.51, 3.82, 0.14], [-2.39, -1.33, -0.07], [-3.23, -0.83, -0.06], [-2.37, -1.68, -0.97], [-2.27, 2.35, 1.28], [-2.03, 1.56, 1.67], [-1.46, 2.83, 1.33], [2.48, -1.75, 0.10], [3.17, -1.85, 0.79], [2.84, -2.29, -0.59]]}

***

# 6
{"formula": "C5H10O2", "method": "ωB97M-V with the def2-TZVPD basis set", "e_above_lowest_kj_mol": 358.3, "lumo_ev": 0.6, "smiles": "C=C(O)/C=C/C.O", "fmax_ev_per_a": 3.8, "orbital_gap_ev": 9.39, "e_tot_ev": -9439.32899, "homo_energy_ev": -8.7426, "charge": 0, "symbols": ["C", "C", "C", "O", "C", "C", "H", "H", "H", "H", "H", "H", "H", "H", "H", "H", "O"], "coordinates": [[0.00, 1.33, 2.33], [-1.25, 0.49, -2.54], [-0.72, 0.22, -1.35], [0.50, -0.66, -1.40], [-0.81, 0.94, -0.05], [0.20, 1.01, 0.87], [-0.89, 1.89, 2.72], [0.88, 2.07, 2.47], [0.17, 0.58, 3.13], [-0.65, -0.14, -3.27], [-1.86, 1.31, -2.72], [0.40, -1.13, -2.27], [-1.75, 1.33, 0.27], [1.14, 0.58, 0.71], [1.14, -3.87, 0.47], [1.60, -2.56, 0.56], [1.89, -3.39, 0.08]]}

***

# 7
{"formula": "C4H8O", "method": "ωB97M-V with the def2-TZVPD basis set", "e_above_lowest_kj_mol": 267.3, "lumo_ev": 1.0, "fmax_ev_per_a": 1.8, "orbital_gap_ev": 10.11, "e_tot_ev": -6322.39750, "homo_energy_ev": -9.1581, "charge": 0, "symbols": ["C", "C", "C", "C", "O", "H", "H", "H", "H", "H", "H", "H", "H"], "coordinates": [[-1.32, -0.85, -0.06], [-0.45, 0.27, -0.56], [1.36, -0.18, 0.15], [0.19, 1.22, 0.32], [-0.25, 0.48, -1.76], [-1.24, -1.07, 1.01], [-2.32, -0.46, -0.27], [-1.16, -1.74, -0.66], [1.36, -0.58, 1.16], [2.25, 0.32, -0.16], [1.26, -1.08, -0.52], [0.12, 2.21, -0.19], [0.31, 1.36, 1.39]]}